(1)
# C34H34BF6N4

A cluster of 2 separate species, C34H34BF6N4 in total (ωB97M-V with the def2-TZVPD basis set, OMol25).

Structure (XYZ):
```
79
Properties=species:S:1:pos:R:3:forces:R:3:lowdin_charge:R:1
F 6.171 10.718 10.218 -0.2162 -1.0738 -1.1039 0.130
C 6.251 9.858 9.161 1.5941 0.4207 -0.4165 -0.532
F 6.157 10.576 8.016 0.0099 -0.2185 0.7904 0.134
F 7.527 9.305 9.182 -1.1811 0.8927 0.0628 0.099
C 5.289 8.693 9.184 -0.2190 -0.8675 -0.1741 -0.023
N 5.545 7.813 8.006 -0.5942 1.0389 0.9596 -0.029
C 6.219 6.589 8.258 0.8785 -0.3220 0.5530 -0.229
C 5.825 5.773 9.337 0.3019 -0.3388 -0.7470 -0.014
C 6.564 4.614 9.625 -0.1322 0.5806 0.1035 -0.074
C 7.726 4.304 8.921 -0.1559 -0.1192 -0.4310 -0.087
C 8.077 5.082 7.821 -0.1601 0.6191 -0.0452 -0.070
C 7.361 6.249 7.516 -0.1666 -0.3868 0.1874 -0.028
C 4.845 8.005 6.822 -1.2532 0.0732 -0.8556 -0.175
C 5.265 7.404 5.609 -0.1061 0.1728 0.1832 -0.017
C 4.500 7.479 4.449 -0.1436 0.3036 0.2359 -0.082
C 3.197 7.985 4.480 0.7443 0.3412 -0.2366 -0.231
C 2.399 7.818 3.187 -1.0944 1.8598 1.5679 -0.080
C 0.953 8.344 3.373 1.1809 -0.8419 -0.5951 -0.243
C 0.415 9.234 2.450 -0.0834 0.5161 0.9766 -0.024
C -0.790 9.878 2.742 0.0477 -1.0796 0.4501 0.004
C -1.575 9.473 3.873 0.2023 -0.4919 -1.2143 -0.168
N -2.866 9.954 4.058 -0.2454 0.6937 -1.0219 -0.025
C -3.361 11.007 3.138 -0.2005 -0.8828 0.4278 -0.026
C -3.259 12.340 3.838 -0.4607 0.7228 1.6055 -0.519
F -3.773 13.392 3.148 0.5773 -1.0541 0.3934 0.135
F -4.054 12.174 4.977 0.9492 0.7740 -1.0503 0.092
F -2.017 12.678 4.273 -0.9482 -0.2582 -0.5359 0.134
C -3.851 9.305 4.865 -1.3741 -0.1112 0.8137 -0.220
C -3.690 9.240 6.267 0.3921 0.2745 -0.6375 -0.040
C -4.707 8.762 7.087 -0.1999 -0.3695 0.2317 -0.077
C -5.900 8.267 6.539 0.5221 0.1590 -0.4558 -0.079
C -6.073 8.309 5.146 0.2620 0.2518 0.5462 -0.073
C -5.094 8.876 4.319 0.7922 -0.0420 0.4039 -0.014
C -1.082 8.423 4.674 -0.0438 -0.0219 -0.2212 -0.005
C 0.178 7.899 4.454 0.4614 0.3405 0.1387 -0.053
C 2.810 8.706 5.634 0.6323 0.0324 -0.5554 -0.021
C 3.630 8.762 6.762 0.3347 -0.5533 -0.1777 0.010
H 5.635 8.129 10.061 -0.5926 0.1789 -0.1080 0.133
H 4.222 9.008 9.286 0.9968 -0.2368 0.0161 0.141
H 4.928 6.034 9.906 0.3249 -0.2049 -0.1477 0.119
H 6.224 3.963 10.420 0.0859 0.0553 0.1175 0.103
H 8.351 3.448 9.188 -0.4002 0.2190 -0.0575 0.110
H 8.927 4.822 7.195 -0.0095 0.0429 0.2608 0.107
H 7.681 6.910 6.706 0.0774 -0.2829 0.4581 0.116
H 6.179 6.829 5.588 -0.0425 0.3184 -0.1368 0.083
H 4.926 7.198 3.463 -0.2836 -0.2709 0.8252 0.136
H 2.978 8.351 2.368 -0.9983 -1.3781 0.5010 0.160
H 1.005 9.509 1.574 -0.3210 0.0017 0.1852 0.121
H -1.147 10.553 1.988 -0.0710 0.3261 0.1301 0.090
H -2.872 10.936 2.157 -0.4986 0.3576 0.4438 0.127
H -4.451 10.889 3.068 0.4536 -0.0633 -0.4658 0.130
H -2.741 9.620 6.675 -0.6368 -0.1632 -0.0279 0.127
H -4.574 8.757 8.179 -0.0092 0.0215 -0.6225 0.112
H -6.675 7.854 7.189 0.2599 0.1841 -0.2774 0.107
H -6.998 7.913 4.732 0.1997 0.2014 -0.1058 0.105
H -5.290 8.998 3.251 0.0965 -0.2414 0.3121 0.113
H -1.720 7.961 5.417 0.1364 0.2685 0.1074 0.104
H 0.615 7.227 5.218 -0.4194 0.1541 -0.7447 0.130
H 1.933 9.351 5.588 0.0372 -0.4608 0.2075 0.122
H 3.260 9.340 7.610 0.2842 -0.1398 -0.3026 0.104
H 2.226 6.677 3.078 0.5110 -0.1479 -0.3725 0.038
B 2.373 5.304 2.108 -1.4971 1.6296 -4.4157 -0.055
H 1.128 5.366 1.793 1.5823 0.2305 0.8443 0.094
H 3.118 5.964 1.283 -0.9241 -0.9099 1.3895 0.091
C 2.858 3.864 2.362 1.1843 -1.5569 1.8860 -0.146
N 2.831 2.714 1.591 -0.2730 2.0161 0.8166 -0.054
C 2.282 2.495 0.239 0.0227 0.3855 -0.1533 0.030
C 3.459 1.729 2.283 0.5566 0.3416 1.1261 -0.026
C 3.884 2.231 3.479 -0.5864 -0.3228 -1.1360 -0.010
N 3.502 3.544 3.532 -0.4525 -0.4740 -1.4113 -0.066
C 3.773 4.464 4.649 0.1488 -0.0150 -0.3438 0.038
H 2.269 1.410 0.086 -0.1136 0.3283 -0.0114 0.099
H 1.261 2.901 0.148 0.5161 -0.1637 0.1568 0.110
H 2.938 2.950 -0.525 -0.3284 -0.1410 0.4370 0.113
H 3.565 0.758 1.877 0.0815 -0.6771 -0.2205 0.127
H 4.383 1.726 4.260 0.3957 -0.2290 0.6733 0.125
H 3.976 3.865 5.563 -0.2655 0.5348 -0.6093 0.123
H 4.640 5.101 4.396 -0.4686 -0.5456 0.2694 0.089
H 2.891 5.111 4.752 0.3359 -0.2049 0.3506 0.102
```
Forces are in eV/Å.

Maximum force = 4.939 eV/Å
LUMO = -3.91 eV
Net charge = +1
Orbital gap = 6.0 eV
E_tot = -2158.78721 Ha
Molar mass = 623.474 g mol⁻¹

(2)
# C34H34Cl5N4P2Sn

A structure of composition C34H34Cl5N4P2Sn (ωB97M-V with the def2-TZVPD basis set, OMol25).

Structure (XYZ):
```
80
Properties=species:S:1:pos:R:3:forces:R:3:lowdin_charge:R:1
Sn -2.512 -0.340 -3.085 0.4673 0.0848 0.0687 1.349
N -2.598 -2.046 -1.533 -1.0981 1.8696 0.2740 -0.085
C -2.867 -3.292 -2.180 -0.8117 -1.0284 -1.1308 -0.210
C -3.898 -3.059 -3.328 -0.2817 1.4180 1.0045 -0.130
N -3.406 -2.077 -4.353 -0.3425 1.1451 0.9400 -0.224
C -2.364 -2.471 -5.295 -0.3973 -0.3756 -3.1163 -0.205
C -0.972 -2.681 -4.752 -0.5097 -0.5130 1.5277 -0.195
N -0.593 -1.510 -3.918 -0.5099 1.4625 -1.1712 -0.058
H -1.806 -2.027 -0.897 0.1233 -0.2212 0.1369 0.026
H -3.435 -1.807 -0.981 0.5420 0.1366 0.1453 0.113
H -3.237 -4.030 -1.466 -0.1454 -0.0448 -0.2051 0.149
H -1.943 -3.670 -2.587 0.1292 -0.2775 -0.0431 0.099
H -4.870 -2.573 -2.942 1.3817 -1.0133 -0.3297 0.166
H -4.117 -3.974 -3.808 -0.4462 -1.1692 -0.4323 0.120
H -4.211 -1.846 -4.963 0.4336 0.1506 0.7292 0.153
H -2.328 -1.713 -6.166 -0.1180 -0.7402 1.5320 0.169
H -2.823 -3.346 -5.800 1.0904 -0.0852 0.0796 0.153
H -0.220 -2.901 -5.464 0.4204 0.2292 -1.3113 0.130
H -0.920 -3.571 -4.140 -0.1716 -0.1290 0.3423 0.110
H -0.173 -0.797 -4.561 -0.1472 -0.6345 0.8737 0.092
H 0.093 -1.700 -3.204 0.3545 -0.1828 0.1691 0.098
N 0.304 1.385 0.938 0.7354 0.5357 0.5785 -0.331
P 1.991 1.749 1.117 -1.2869 0.4323 -0.0754 1.035
C 1.914 3.347 1.976 0.6580 -0.6360 -1.6496 -0.314
C 1.123 3.426 3.104 0.0964 0.7010 -0.1983 -0.106
C 1.203 4.557 3.883 1.3722 -0.2909 -1.1666 -0.025
C 2.036 5.566 3.424 -0.0788 0.9523 0.4200 -0.036
C 2.718 5.591 2.219 -0.1828 -1.3913 -0.4116 -0.023
C 2.680 4.417 1.465 0.2763 -0.8158 -0.3195 -0.062
C 2.797 0.367 1.980 -1.3154 1.4215 0.5895 -0.361
C 2.954 0.481 3.366 -0.0432 0.9470 1.4041 -0.075
C 3.146 -0.674 4.145 0.5313 1.9776 1.0797 -0.051
C 3.173 -1.915 3.551 -1.1289 -0.3487 -0.8825 -0.030
C 2.905 -2.012 2.175 1.1775 0.4402 -0.1173 -0.060
C 2.788 -0.879 1.387 -0.5523 -1.0336 -0.5822 -0.117
P -0.505 0.021 0.260 0.4864 -0.6488 0.0130 0.933
C -0.511 -1.268 1.553 0.0610 -1.6887 -0.7069 -0.418
C -0.804 -1.143 2.874 -1.1021 3.1365 1.2383 -0.103
C -0.927 -2.230 3.749 -1.1145 3.4198 1.2569 -0.077
C -0.729 -3.460 3.300 0.2156 -2.8621 -0.7720 -0.066
C -0.551 -3.707 1.912 0.3912 -1.3041 1.4640 -0.056
C -0.368 -2.623 1.120 -0.3617 0.9552 -2.7785 -0.167
C -2.217 0.697 0.258 1.2928 0.8726 0.1640 -0.431
C -2.360 1.902 -0.481 -3.0752 -0.5809 1.2210 -0.203
C -3.620 2.544 -0.564 1.5935 -0.7871 0.8414 -0.053
C -4.673 2.026 0.189 -0.5458 0.1934 -1.0505 -0.051
C -4.490 0.894 0.979 0.2393 -0.8398 -0.2467 -0.039
C -3.259 0.193 1.025 -1.3950 1.4871 -1.1378 -0.087
H -0.359 2.116 1.267 1.0441 -0.4724 -0.2642 0.083
H 0.398 2.687 3.294 -0.4234 -1.1444 0.6657 0.092
H 0.825 4.541 4.861 -0.9204 0.4377 0.9810 0.111
H 2.150 6.436 4.026 0.0010 0.5355 0.5604 0.117
H 3.311 6.444 1.943 0.0341 0.1503 -0.1534 0.123
H 3.233 4.209 0.510 -0.4562 0.7572 1.1360 0.109
H 2.911 1.474 3.980 0.0720 -1.7566 -1.7147 0.151
H 3.308 -0.412 5.237 -0.2196 -1.1549 -1.3533 0.145
H 3.200 -2.825 4.110 0.4053 -0.3106 0.4533 0.115
H 2.937 -2.919 1.589 -0.1407 -0.4840 0.6274 0.116
H 2.575 -1.106 0.324 0.2427 0.7983 0.5181 0.121
H -1.077 -0.072 3.216 0.5664 -1.8750 -0.1527 0.143
H -1.371 -2.016 4.749 0.9699 -0.3710 -0.6421 0.143
H -0.752 -4.245 4.050 -0.2155 -0.3373 -0.4757 0.128
H -0.532 -4.766 1.557 0.1645 1.1867 0.1767 0.134
H -0.230 -2.783 0.010 0.2038 0.0357 1.0959 0.092
H -1.575 2.437 -0.889 1.5573 0.4109 -0.8299 -0.010
H -3.643 3.475 -1.122 -0.4822 -0.1607 0.0343 0.123
H -5.659 2.475 -0.009 0.3957 -0.2783 0.7647 0.131
H -5.325 0.441 1.503 -0.0324 0.3178 0.0758 0.119
H -3.217 -0.722 1.567 0.3300 -0.4643 0.4948 0.099
Cl 0.563 2.352 -1.871 0.8743 -0.4235 -0.7355 0.720
C 2.202 1.738 -1.767 0.7051 0.0246 0.2014 -0.588
C 2.863 1.842 -0.483 -1.3508 -0.6078 -1.8053 -0.349
C 4.236 1.715 -0.492 1.5542 0.3900 -0.0182 -0.635
Cl 5.104 2.113 0.964 -0.3204 -0.2867 -0.1869 0.798
C 5.018 1.457 -1.653 -1.4455 0.2688 0.7046 -0.678
Cl 6.715 1.422 -1.455 -0.3528 -0.1404 -0.6958 0.771
C 4.321 1.264 -2.870 0.7769 -0.4540 0.9859 -0.686
Cl 5.273 0.876 -4.218 -0.1594 0.0011 -0.3880 0.787
C 2.910 1.340 -2.939 0.0830 1.1029 1.6617 -0.691
Cl 2.169 1.193 -4.472 -0.3685 -0.0219 0.0202 0.721
```
Forces are in eV/Å.

Maximum force = 3.810 eV/Å
LUMO = -8.56 eV
Net charge = +3
Orbital gap = 7.3 eV
E_tot = -4732.08743 Ha
Molar mass = 856.598 g mol⁻¹

(3)
# C34H34FeNO3P2Te

A structure of composition C34H34FeNO3P2Te (ωB97M-V with the def2-TZVPD basis set, OMol25).

Structure (XYZ):
```
76
Properties=species:S:1:pos:R:3:forces:R:3:lowdin_charge:R:1
Fe 1.489 1.629 0.292 -0.5737 -0.6136 0.7800 0.267
C 4.399 1.384 -0.739 -0.0092 0.0243 -0.1321 -0.101
O 3.840 1.857 0.471 -0.0338 0.1688 -0.0886 -0.225
C 4.097 3.225 0.720 0.1022 0.0252 -0.0400 -0.184
C 3.299 4.146 -0.177 0.0744 0.1776 0.0464 -0.210
O 1.933 3.866 0.007 -0.0504 -0.2495 -0.1121 -0.238
C 1.080 4.659 -0.799 -0.0301 -0.0169 -0.0182 -0.080
H 5.460 1.649 -0.815 0.0239 -0.0297 0.0849 0.093
H 3.876 1.789 -1.613 -0.0034 -0.0434 -0.0203 0.089
H 4.277 0.307 -0.729 0.0583 -0.0490 -0.0156 0.069
H 5.163 3.444 0.573 0.0133 -0.0264 0.0790 0.127
H 3.831 3.390 1.763 -0.0856 0.0024 -0.0125 0.140
H 3.579 4.032 -1.234 -0.0276 -0.0605 -0.0019 0.125
H 3.518 5.185 0.105 -0.0206 -0.0024 -0.0005 0.132
H 1.270 5.723 -0.621 -0.0047 -0.0006 0.0148 0.090
H 0.062 4.410 -0.513 -0.0077 -0.0193 -0.0116 0.087
H 1.224 4.434 -1.861 -0.0057 -0.0011 -0.0060 0.094
Te -1.848 -1.976 -1.327 0.0345 -0.2419 0.2559 1.245
C -2.723 -3.022 0.293 -0.0265 -0.0085 0.0238 -0.547
C -2.476 -2.623 1.601 0.0758 -0.0107 -0.0340 -0.120
C -3.051 -3.338 2.639 -0.0202 -0.0238 -0.0170 -0.156
N -3.841 -4.401 2.471 -0.0153 -0.0127 0.0581 0.030
C -4.065 -4.779 1.214 0.0377 0.0336 -0.0335 -0.188
C -3.534 -4.137 0.106 -0.0545 -0.0323 -0.0091 -0.153
C -0.716 -0.686 -0.198 0.1742 0.7671 -0.3410 -1.012
P -0.980 1.034 -0.426 0.3700 0.2622 -0.1494 0.833
C -2.737 1.325 0.005 -0.0341 0.0869 0.0451 -0.364
C -3.797 1.401 -0.894 0.0149 -0.0480 0.0156 -0.114
C -5.102 1.560 -0.441 0.0121 -0.0020 -0.0382 -0.099
C -5.367 1.636 0.917 -0.0029 -0.0036 0.0182 -0.111
C -4.318 1.549 1.826 -0.0152 0.0011 0.0026 -0.096
C -3.019 1.399 1.372 0.0394 0.0120 -0.0303 -0.099
C -0.910 1.477 -2.219 -0.1528 -0.1165 -0.1136 -0.376
C -0.170 0.673 -3.088 -0.0276 0.0288 0.0389 -0.130
C 0.041 1.047 -4.408 0.0083 -0.0022 -0.0072 -0.096
C -0.485 2.238 -4.891 0.0144 -0.0163 -0.0176 -0.117
C -1.215 3.053 -4.037 -0.0180 0.0418 0.0315 -0.110
C -1.418 2.679 -2.716 0.0262 0.0052 0.0125 -0.133
P 0.997 -0.711 0.313 0.1742 -0.2579 -0.0556 0.869
C 1.659 -2.219 -0.516 0.0216 -0.0524 0.0223 -0.371
C 1.105 -3.482 -0.280 0.0045 0.0123 -0.0030 -0.159
C 1.574 -4.605 -0.943 -0.0125 0.0094 -0.0060 -0.089
C 2.596 -4.490 -1.876 0.0029 -0.0310 -0.0103 -0.108
C 3.142 -3.244 -2.141 -0.0071 0.0266 0.0039 -0.103
C 2.674 -2.124 -1.462 -0.0286 0.0182 -0.0520 -0.108
C 1.043 -1.234 2.098 -0.0236 0.1323 -0.1230 -0.340
C 0.565 -0.291 3.000 0.0898 -0.8551 0.1067 -0.083
C 0.568 -0.508 4.362 -0.0465 0.1817 0.0765 -0.111
C 1.049 -1.715 4.862 0.0372 -0.0458 -0.0982 -0.121
C 1.558 -2.663 3.985 0.0153 -0.0483 0.0586 -0.118
C 1.565 -2.421 2.615 -0.0100 0.0639 0.0401 -0.105
H -1.825 -1.774 1.789 -0.0528 0.0085 0.0470 0.070
H -2.865 -3.043 3.667 0.0228 0.0147 -0.0045 0.100
H -4.703 -5.648 1.084 -0.0024 0.0026 -0.0115 0.091
H -3.754 -4.515 -0.887 -0.0060 0.0148 -0.0027 0.084
H -3.607 1.307 -1.956 -0.0056 0.0211 -0.0094 0.092
H -5.915 1.606 -1.157 -0.0044 0.0017 0.0057 0.094
H -6.385 1.752 1.268 0.0008 0.0005 0.0026 0.091
H -4.515 1.596 2.890 -0.0010 0.0003 -0.0010 0.096
H -2.200 1.320 2.081 -0.0147 0.0081 0.0030 0.097
H 0.257 -0.249 -2.707 -0.0063 -0.0138 -0.0227 0.065
H 0.615 0.401 -5.062 0.0002 0.0035 -0.0009 0.096
H -0.328 2.527 -5.924 0.0002 0.0018 0.0008 0.089
H -1.632 3.985 -4.401 0.0034 -0.0004 -0.0030 0.093
H -1.983 3.333 -2.059 -0.0234 -0.0066 0.0081 0.101
H 0.301 -3.584 0.439 -0.0038 -0.0058 -0.0256 0.092
H 1.129 -5.572 -0.739 -0.0018 -0.0008 -0.0031 0.101
H 2.958 -5.367 -2.400 0.0039 0.0005 0.0047 0.092
H 3.932 -3.140 -2.876 -0.0010 0.0002 -0.0001 0.092
H 3.089 -1.151 -1.689 0.0067 0.0551 -0.0004 0.070
H 0.296 1.334 2.411 -0.8889 0.0604 0.1852 -0.110
H 0.224 0.263 5.045 -0.0250 -0.0130 -0.0130 0.092
H 1.046 -1.904 5.930 0.0023 0.0037 0.0033 0.087
H 1.959 -3.596 4.364 -0.0041 0.0052 0.0078 0.088
H 1.989 -3.168 1.956 0.0070 0.0174 0.0303 0.083
O 1.152 1.757 2.292 0.9164 0.6604 -0.4177 -0.365
```
Forces are in eV/Å.

Maximum force = 1.204 eV/Å
2S+1 = 5
LUMO (alpha / beta) = 2.44 / 2.42 eV
Net charge = -1
Orbital gap (alpha / beta) = 5.8 / 5.1 eV
E_tot = -3810.76986 Ha
Molar mass = 750.043 g mol⁻¹

Which relative energy (zero: lowest compared OMol25 entry of this formula, charge and spin) belongs to each record? In order, 20.6; 45.4; 32.6 kcal/mol.